C2H3IN4 | ωB97M-V/def2-TZVPD

Positions of all 10 atoms, in Å:
C 0.035 1.420 0.954
C -1.291 0.014 0.165
N -1.297 0.999 0.995
N 0.774 0.768 0.156
N -0.027 -0.153 -0.399
N 0.689 -0.929 -1.388
I 0.657 -2.915 -0.963
H 0.641 2.048 1.560
H -2.119 -0.732 -0.087
H 1.938 -0.520 -0.992

highest occupied orbital energy: -0.3409 Ha
calculated total energy: -16179.6387 eV
energy relative to the best compared isomer or geometry (same formula, charge and spin): 181.8 kJ/mol
frontier orbital gap: 8.7 eV